The following is a quantum chemistry calculation of 15 unconnected molecules or ions with the total composition C74H87N20O26 in a non-equilibrium geometry, from the OMol25 dataset.

Its spin multiplicity is 1. The LUMO energy comes out at -7.2 eV. Its net charge is +3. The value obtained for the energy is -5921.516237 a.u.

The geometry in XYZ format:
```
207
C74H87N20O26, DFT wB97M-V/def2-TZVPD
C -4.3205 -0.9421 8.4430
N -4.2781 0.0356 7.3458
C -3.1610 0.7165 7.1655
C -3.0186 1.5864 6.1162
C -4.0309 1.6106 5.1442
C -5.2135 0.9133 5.3228
C -5.3206 0.1029 6.4918
C -3.8929 2.4579 3.9378
C -4.4599 3.7524 4.0228
C -4.7172 4.5150 2.9172
N -4.3653 4.0637 1.7199
C -3.5896 2.9635 1.5998
C -3.3301 2.1839 2.7161
C -4.8074 4.7526 0.4942
H -5.2433 -1.4702 8.4798
H -4.0174 -0.4349 9.3505
H -3.6143 -1.7795 8.3991
H -2.3729 0.5616 7.9165
H -2.0309 2.0788 5.9763
H -6.0433 0.7138 4.6434
H -6.2027 -0.4805 6.7374
H -4.7562 4.0459 5.0565
H -5.3346 5.3795 2.9142
H -3.2825 2.8107 0.5687
H -2.8086 1.2625 2.5513
H -5.0600 5.7746 0.7218
H -5.6902 4.1894 0.1094
H -4.0298 4.6275 -0.2528
C 1.2196 -1.6333 7.3191
N 0.9066 -1.4767 5.8916
C 1.1846 -2.4338 5.0601
C 1.1435 -2.1941 3.6715
C 0.7470 -0.9579 3.2124
C 0.3104 0.0505 4.1402
C 0.3795 -0.2867 5.4816
C 0.7838 -0.5520 1.8158
C -0.3176 -0.2234 1.0235
C -0.1440 0.1289 -0.2765
N 1.0700 0.2046 -0.8229
C 2.1759 -0.0286 -0.0694
C 2.0423 -0.3920 1.2573
C 1.1870 0.3254 -2.2563
H 2.2689 -1.7629 7.4431
H 0.6373 -2.4165 7.7847
H 0.8760 -0.7078 7.7997
H 1.6288 -3.3245 5.4286
H 1.4167 -3.0207 2.9985
H 0.0206 1.0238 3.7513
H 0.1657 0.4370 6.2351
H -1.2954 -0.3428 1.4721
H -0.9907 0.2126 -0.9470
H 3.1120 0.0255 -0.6551
H 2.9151 -0.5332 1.8546
H 1.5844 -0.5828 -2.7136
H 1.8265 1.1555 -2.5020
H 0.1569 0.4990 -2.6423
C 3.1663 0.8398 -7.2749
N 2.8841 1.7953 -6.1297
C 3.8452 2.6104 -5.6382
C 3.6014 3.3187 -4.5396
C 2.3106 3.3759 -3.9813
C 1.3153 2.6031 -4.5814
C 1.6359 1.7719 -5.6454
C 2.0500 4.1036 -2.7053
C 2.9427 4.0139 -1.6604
C 2.7267 4.7242 -0.4753
N 1.5249 5.3280 -0.2308
C 0.6176 5.3452 -1.2465
C 0.8786 4.8241 -2.4876
C 1.0927 5.7852 1.0840
H 3.1047 1.3559 -8.1954
H 2.4068 0.0440 -7.2042
H 4.1483 0.3793 -7.0793
H 4.7875 2.5203 -6.1352
H 4.4167 3.8978 -4.1472
H 0.2956 2.5687 -4.2714
H 0.9830 1.0775 -6.1134
H 3.9042 3.5658 -1.8811
H 3.4220 4.7692 0.3834
H -0.3648 5.7707 -0.9466
H 0.1041 4.9885 -3.2571
H 0.7078 4.8432 1.5488
H 0.5213 6.6528 1.0129
H 2.0186 6.0075 1.6585
C -2.0205 1.3660 -12.8563
N -2.5577 1.2126 -11.4625
C -2.0452 0.2281 -10.7205
C -2.5272 0.0264 -9.4089
C -3.5559 0.7873 -8.8820
C -4.0830 1.7555 -9.7610
C -3.5833 1.9680 -11.0072
C -4.0336 0.7958 -7.4508
C -5.3807 0.7069 -7.0517
C -5.6934 0.7910 -5.7075
N -4.7477 0.9985 -4.8011
C -3.4708 1.0828 -5.1562
C -3.0869 0.8989 -6.4364
C -5.0689 1.1098 -3.4128
H -1.8480 0.3633 -13.2423
H -1.0813 1.9343 -12.8331
H -2.7346 1.8721 -13.4515
H -1.2615 -0.3367 -11.1543
H -2.0898 -0.7771 -8.8356
H -4.8676 2.3811 -9.3991
H -3.8612 2.8213 -11.6985
H -6.2074 0.6275 -7.7375
H -6.6732 0.6629 -5.2484
H -2.7665 1.3590 -4.3778
H -2.0368 0.8303 -6.6791
H -4.3741 0.5477 -2.8136
H -6.0224 0.7238 -3.1525
H -4.8804 2.1525 -3.1258
C 3.2036 3.7582 7.0871
N 3.7618 2.5813 6.3705
C 3.6611 2.4102 5.0453
C 4.1897 1.2219 4.4538
C 4.8649 0.2724 5.2437
C 4.9224 0.4703 6.6328
C 4.3844 1.6340 7.1178
C 5.4614 -0.9544 4.6690
C 4.7465 -1.6962 3.8085
C 5.1056 -3.0280 3.5327
N 6.2788 -3.4529 3.9766
C 7.0844 -2.6816 4.7805
C 6.7128 -1.4144 5.0694
C 6.6244 -4.8800 3.7863
H 2.1582 3.6419 7.4201
H 3.2007 4.5909 6.4129
H 3.8895 3.9061 7.9107
H 3.1398 3.2091 4.5394
H 4.0512 1.1514 3.3740
H 5.3545 -0.2264 7.3600
H 4.5743 1.7526 8.1993
H 3.7334 -1.4430 3.4586
H 4.4284 -3.6688 2.9890
H 8.0415 -3.0968 5.0577
H 7.1636 -0.8622 5.8213
H 7.6902 -5.1083 3.9530
H 6.3864 -5.1934 2.7687
H 6.0475 -5.4499 4.5086
C -3.5942 -2.7647 1.2670
N -2.7597 -3.3252 0.1866
C -3.1851 -3.3108 -1.0942
C -2.4645 -3.9915 -2.0176
C -1.3214 -4.7014 -1.6316
C -0.8450 -4.6606 -0.3023
C -1.5772 -3.8943 0.5866
C -0.5592 -5.3543 -2.6845
C 0.0354 -6.6262 -2.5897
C 0.8580 -7.0746 -3.6106
N 1.0611 -6.2971 -4.6901
C 0.5354 -5.0660 -4.7946
C -0.3223 -4.5910 -3.7964
C 2.0502 -6.6952 -5.6847
H -3.6602 -3.5088 2.0357
H -4.5732 -2.5506 0.8227
H -3.1362 -1.8460 1.5724
H -4.1474 -2.8507 -1.2318
H -2.7240 -3.9834 -3.0758
H 0.0686 -5.2098 0.0574
H -1.3377 -3.8185 1.6260
H -0.1256 -7.3339 -1.7702
H 1.3546 -8.0246 -3.6580
H 0.7887 -4.3625 -5.6039
H -0.7602 -3.6271 -3.9389
H 2.8988 -6.0400 -5.5520
H 1.6639 -6.5979 -6.7540
H 2.3175 -7.6966 -5.5051
N -2.4549 -1.6643 4.4258
O -2.0334 -2.8091 4.0424
O -2.7291 -0.7281 3.6301
O -2.5188 -1.3972 5.6454
N -0.5515 3.0892 7.6549
O -0.9243 4.2845 7.7420
O 0.1694 2.7150 6.6500
O -0.9530 2.2337 8.4919
N -0.6224 -1.4963 -6.2397
O -0.5770 -0.6024 -7.1098
O -0.9399 -1.2178 -5.0356
O -0.4157 -2.7143 -6.5308
N -4.2150 0.3328 -0.2298
O -4.0555 0.2094 1.0414
O -5.2564 0.8522 -0.7075
O -3.4401 -0.3372 -1.0296
N -2.3008 3.2795 -1.9165
O -1.5883 3.5968 -0.9339
O -3.5234 3.4588 -1.8848
O -1.8262 2.6836 -2.9636
N 3.9235 -3.5828 6.9896
O 4.3706 -3.6326 8.1272
O 3.6807 -4.6338 6.2893
O 3.7568 -2.3838 6.4403
N 4.1118 0.1948 -2.9874
O 3.6779 0.2567 -4.1504
O 4.2246 -0.9225 -2.3952
O 4.3665 1.2742 -2.3550
N 1.5422 2.7645 2.1616
O 1.1083 3.4273 3.1157
O 0.8690 2.7082 1.0770
O 2.6806 2.2234 2.2307
C 2.8791 -4.2273 -0.9146
C 2.3707 -3.7534 0.4722
O 1.1621 -3.3558 0.4456
O 3.0754 -3.6855 1.5029
H 2.3204 -3.6344 -1.6169
H 2.7864 -5.3342 -1.0008
H 3.9428 -4.0674 -1.0518
```

Here are the Löwdin charges for atoms 1 to 6, given in e: atom 1 (C): 0.0270, atom 2 (N): -0.0821, atom 3 (C): -0.0341, atom 4 (C): 0.0668, atom 5 (C): -0.1477, atom 6 (C): 0.0635